DFT (wB97M-V/def2-TZVPD) results for a cluster of 2 separate species, CH7N2 in total at a distorted geometry.

Energy above the lowest of the compared OMol25 structures with the same formula, charge and spin (kJ/mol): 195.3
Calculated total energy (eV): -4121.888
Charge: +1
Maximum force (eV/Å): 4.26
Gap between HOMO and LUMO (eV): 10.16

Structure (XYZ):
```
10
CH7N2 wB97M-V/def2-TZVPD
N 0.04 -0.26 -1.68
H 0.74 0.52 -1.82
H 0.44 -1.16 -2.10
H -0.43 -0.21 -2.63
H -0.08 -0.52 0.01
C -0.38 0.67 1.81
N 0.21 -0.25 1.09
H 0.15 1.25 2.52
H -1.26 1.14 1.29
H 0.56 -1.17 1.49
```

Results of the Löwdin charge analysis, in e, for atoms 1 through 8:
1 N -0.028
2 H 0.078
3 H 0.084
4 H 0.082
5 H 0.116
6 C 0.145
7 N 0.099
8 H 0.106